Record 1
A molecular structure, C14H14BrF5N7OPtTe. Source: OMol25; level of theory: the ωB97M-V functional and the def2-TZVPD basis.

Geometry (Å):
Pt1 -0.28860 -0.01028 -0.04626
N1 2.43309 0.14341 -2.07594
C1 2.85729 0.18900 -0.80822
N2 4.16411 0.22232 -0.58018
C2 4.51450 0.24070 0.70535
N3 5.81575 0.28626 0.99531
N4 3.65801 0.21345 1.75855
C3 2.39387 0.19314 1.41993
N5 1.92160 0.21622 0.17167
C4 1.38524 0.12720 2.53335
C5 1.79324 0.12156 3.85392
C6 0.82829 0.02531 4.84505
C7 -0.50417 -0.06564 4.48417
C8 -0.83158 -0.05104 3.13854
N6 0.09553 0.04971 2.18841
H1 3.12436 0.02320 -2.79673
H2 1.46922 -0.05806 -2.28868
H3 6.48930 0.25658 0.25050
H4 6.11293 0.23547 1.95301
H5 2.84726 0.18167 4.07957
H6 1.11745 0.01445 5.88725
H7 -1.28502 -0.15278 5.22629
H8 -1.85783 -0.12806 2.80220
C9 0.64148 5.38070 0.06357
C10 -0.35548 4.25780 0.00615
C11 -1.72814 4.47572 -0.00249
C12 -2.61942 3.41365 -0.05868
C13 -2.09281 2.14423 -0.10224
Br1 -3.14292 0.59243 -0.16736
N7 -0.77346 1.90902 -0.09818
C14 0.07500 2.94213 -0.04352
H9 0.14130 6.34644 0.04643
H10 1.32538 5.33868 -0.78422
H11 1.23833 5.32536 0.97446
H12 -2.11069 5.48825 0.03420
H13 -3.68846 3.56371 -0.07102
H14 1.12668 2.68628 -0.05090
F1 -2.54667 -2.46354 -0.94854
Te1 -0.84873 -2.71672 -1.62818
F2 -0.85669 -4.47546 -1.14813
F3 0.74737 -2.92194 -2.51776
F4 -1.67972 -3.15359 -3.19621
F5 -0.89064 -0.95361 -2.33297
O1 -0.07186 -2.02773 -0.09076

net charge = +1
Kohn-Sham gap (alpha / beta) = 7.62 / 7.79 eV
energy above the lowest of the compared OMol25 structures with the same formula, charge and spin = 53.7 kcal per mole
largest force on an atom = 0.987 eV Å⁻¹
spin multiplicity = 1
E_HOMO (alpha / beta) = -11.283 / -11.433 eV

Löwdin population analysis, charges in e, atoms 1 to 6: number 1, Pt, carries 1.055; number 2, N, carries 0.201; number 3, C, carries -0.426; number 4, N, carries 0.190; number 5, C, carries -0.416; number 6, N, carries 0.192

---

Record 2
11 unconnected molecules or ions with the total composition C26H59BCl20O3P2 at a distorted geometry. Source: OMol25; level of theory: the ωB97M-V functional and the def2-TZVPD basis.

Geometry (Å):
C1 1.49822 3.15949 3.58088
C2 1.07204 3.94131 2.28166
P1 1.57630 3.10322 0.66007
C3 0.27705 3.73672 -0.57827
P2 1.46261 0.88352 0.84396
C4 1.49346 -0.99538 1.20254
C5 0.41663 -1.84252 0.43471
C6 -0.59500 -2.48983 1.47948
C7 -0.71319 -4.03888 1.35635
C8 -1.87764 -4.49842 0.39502
C9 -3.25331 -4.46827 1.18727
C10 -4.44800 -3.82955 0.40038
C11 -4.18058 -2.35924 -0.07822
C12 -4.99659 -1.28826 0.73771
C13 -5.13476 -0.00709 -0.17792
C14 -6.50584 0.71989 0.08352
C15 -6.80931 0.93206 1.59564
O1 -5.78732 1.71456 2.18584
C16 -6.30040 2.33458 3.35960
B1 -0.37873 1.06122 1.34377
O2 -1.36721 0.99477 0.29423
O3 -0.86741 1.22367 2.66054
H1 2.33698 3.63000 4.13079
H2 0.62953 3.18742 4.27496
H3 1.73531 2.09358 3.42939
H4 -0.02967 4.05676 2.29265
H5 1.60993 4.91156 2.30566
H6 0.57958 4.68758 -1.04843
H7 0.08907 2.92549 -1.31178
H8 -0.66044 3.92420 0.00233
H9 2.58562 0.99056 1.75388
H10 1.73813 0.67983 -0.53704
H11 2.51527 -1.35782 0.91747
H12 1.43442 -1.14025 2.30886
H13 0.94767 -2.70686 -0.02650
H14 -0.08648 -1.31729 -0.40126
H15 -0.22227 -2.27095 2.50652
H16 -1.58573 -1.97852 1.42623
H17 -0.98080 -4.43313 2.36515
H18 0.27374 -4.48448 1.10391
H19 -1.95414 -3.88162 -0.52192
H20 -1.72947 -5.56761 0.14172
H21 -3.12044 -3.90770 2.13755
H22 -3.56744 -5.49654 1.45800
H23 -5.33076 -3.83000 1.07198
H24 -4.61295 -4.45103 -0.50765
H25 -4.46589 -2.31852 -1.14874
H26 -3.10153 -2.11595 -0.03639
H27 -6.00397 -1.69851 0.94431
H28 -4.47806 -0.97731 1.66315
H29 -4.29795 0.68880 0.01528
H30 -5.14286 -0.29138 -1.24821
H31 -7.35295 0.20795 -0.42284
H32 -6.41538 1.71990 -0.39944
H33 -6.93576 -0.04482 2.11276
H34 -7.81043 1.42844 1.64307
H35 -7.20558 2.93992 3.13957
H36 -5.54952 3.02292 3.79696
H37 -6.52966 1.54942 4.11006
H38 -1.74947 1.86717 0.14376
H39 -1.54436 0.54360 2.74697
Cl1 -1.09943 -7.36938 1.97172
C17 -2.13047 -8.78478 1.71972
Cl2 -3.82949 -8.41563 2.03379
H40 -2.02720 -9.11342 0.69040
H41 -1.81330 -9.57378 2.39410
Cl3 3.53006 3.06882 -2.22164
C18 4.29354 4.65839 -2.29898
Cl4 5.00613 5.10712 -0.74346
H42 5.07584 4.63646 -3.05088
H43 3.54360 5.39647 -2.56611
Cl5 -2.41862 -1.18263 -3.98071
C19 -1.26495 0.12008 -3.67184
Cl6 0.36798 -0.37293 -4.11744
H44 -1.54655 0.98692 -4.26038
H45 -1.28320 0.36584 -2.61236
Cl7 0.97359 -4.05448 4.61279
C20 1.19248 -5.79476 4.40180
Cl8 2.82548 -6.29889 4.85340
H46 0.47694 -6.31789 5.02825
H47 1.02379 -6.04510 3.35928
Cl9 5.84612 5.67030 3.86818
C21 6.69516 6.05757 2.36788
Cl10 8.41483 5.65312 2.47355
H48 6.25188 5.48782 1.55814
H49 6.59453 7.12083 2.17114
Cl11 3.38884 -0.30286 -2.44594
C22 4.35223 -1.13348 -3.67781
Cl12 3.40075 -1.46943 -5.12745
H50 5.18834 -0.49789 -3.95521
H51 4.71700 -2.06944 -3.26298
Cl13 1.74746 0.88114 -6.46580
C23 2.63704 1.34886 -7.92026
Cl14 4.35931 0.96741 -7.78328
H52 2.22671 0.81249 -8.77012
H53 2.52777 2.41844 -8.07025
Cl15 -3.18365 2.80436 -5.37002
C24 -4.09225 1.38256 -5.90431
Cl16 -5.83411 1.64090 -5.75415
H54 -3.85473 1.18632 -6.94517
H55 -3.81159 0.52950 -5.29061
Cl17 5.87946 -3.97105 -2.41979
C25 6.84603 -4.80306 -3.64518
Cl18 5.89507 -5.14511 -5.09387
H56 7.68562 -4.17133 -3.91720
H57 7.20513 -5.73950 -3.23052
Cl19 7.13324 8.94203 5.44146
C26 8.01598 9.09817 3.91985
Cl20 7.01466 9.83642 2.66146
H58 8.88892 9.72202 4.08340
H59 8.32342 8.11099 3.59013

Kohn-Sham gap = 7.03 eV
SMILES = CCP(C)[PH2](CCCCCCCCCCCCOC)B(O)O.ClCCl.ClCCl.ClCCl.ClCCl.ClCCl.ClCCl.ClCCl.ClCCl.ClCCl.ClCCl
largest force on an atom = 2.551 eV Å⁻¹
spin multiplicity = 1
E_HOMO = -6.640 eV

Löwdin population analysis, charges in e, atoms 1 to 6: number 1, C, carries -0.168; number 2, C, carries -0.447; number 3, P, carries 0.710; number 4, C, carries -0.333; number 5, P, carries 0.645; number 6, C, carries -0.383